C5H6F2 in the gas phase at a distorted geometry. Source: OMol25; level of theory: wB97M-V/def2-TZVPD.

XYZ file:
```
13
Properties=species:S:1:pos:R:3:forces:R:3:lowdin_charge:R:1
F -1.423083 -1.406326 -0.623290 -0.3 0.7 0.1 0.005
C -1.780918 -0.495788 0.325659 0.2 -1.0 -0.2 -0.146
C -1.143057 0.634599 0.548862 -0.4 0.1 0.7 -0.106
C -0.079366 1.239537 -0.262929 1.0 -0.6 -0.9 -0.084
C 1.066347 0.624534 -0.603642 -2.2 -0.3 1.7 -0.066
C 1.385258 -0.704807 -0.047051 -1.2 -1.8 -0.2 -0.244
F 2.666336 -0.713668 0.437006 0.8 -0.1 0.3 -0.043
H -2.605414 -0.859893 0.929195 0.1 0.0 -0.1 0.115
H -1.515844 1.050345 1.490304 0.2 0.6 -0.5 0.113
H -0.270540 2.161758 -0.780256 -0.3 0.5 0.2 0.098
H 1.729102 1.044372 -1.302285 0.9 0.5 -0.7 0.097
H 0.682911 -1.115465 0.755927 0.9 1.1 -0.9 0.132
H 1.288267 -1.459197 -0.867494 0.4 0.4 0.4 0.128
```
Positions in Å, forces in eV/Å.

Summary:
**Lowest unoccupied orbital energy**: 0.97 eV
**ΔE to the lowest compared entry with this formula, charge and spin**: 10.9 kcal per mole
**Frontier orbital gap**: 10.72 eV
**SMILES string**: F/C=C\C=C/CF
**M**: 104.10 g mol⁻¹

=====

A molecular structure, C19H36GaN3O at a distorted geometry. Source: OMol25; level of theory: wB97M-V/def2-TZVPD.

XYZ file:
```
60
Properties=species:S:1:pos:R:3:forces:R:3:lowdin_charge:R:1
C -3.319273 3.657185 0.794819 0.5 -0.3 -0.4 -0.064
C -2.966340 3.162680 -0.586704 0.1 -0.1 0.2 -0.300
C -1.717202 2.579974 -0.803702 -0.4 0.0 -0.6 -0.056
C -1.369498 2.117986 -2.065154 -0.1 0.0 0.2 -0.063
C -2.226956 2.219101 -3.163484 -0.1 0.0 0.3 -0.291
C -1.845842 1.737970 -4.534583 0.2 0.1 0.4 -0.200
Ga 0.173325 1.581831 -4.924166 -0.2 0.4 -0.8 0.359
N 1.176850 2.935394 -4.004558 -0.2 -0.5 0.0 -0.089
C 0.823352 -0.333394 -4.509336 -0.1 -0.2 0.4 -0.241
C 1.018459 -0.603721 -3.039633 -0.1 -0.7 0.1 -0.398
N -0.230711 -1.040472 -2.409772 0.2 0.1 0.3 0.018
C -3.479275 2.791478 -2.917905 0.3 0.0 0.0 -0.046
C -3.845631 3.251723 -1.657979 0.3 -0.1 0.0 -0.059
H -2.732993 4.541730 1.029650 -0.1 0.3 0.1 0.075
H -3.010931 2.899400 1.510669 -0.2 -0.1 0.3 0.065
H -4.379367 3.860528 0.882327 -0.1 0.1 0.2 0.068
H -1.006187 2.493553 0.006252 0.1 0.0 0.2 0.096
H -0.402027 1.658896 -2.189505 0.1 0.0 -0.1 0.060
H -2.205335 2.457726 -5.269265 0.0 0.1 -0.2 0.043
H -2.350794 0.798069 -4.753127 0.1 -0.2 0.0 0.054
H 0.391603 1.853328 -6.499403 0.0 0.0 0.0 -0.069
H 1.846052 3.414021 -4.588737 0.2 0.0 0.1 -0.041
H 1.612257 2.660845 -3.135342 0.1 0.3 0.1 -0.045
H 1.725283 -0.554850 -5.076251 0.2 0.3 -0.1 0.042
H 0.040960 -1.001675 -4.870111 -0.1 0.0 -0.2 0.047
H 1.769211 -1.405123 -2.918956 0.2 0.1 0.0 0.099
H 1.407534 0.248415 -2.481398 0.0 0.2 0.0 0.075
H -0.396986 -2.014462 -2.627781 -0.1 0.0 -0.2 0.070
H -0.126999 -1.006905 -1.405046 -0.2 0.1 0.2 0.031
H -4.173777 2.862129 -3.741992 -0.1 0.1 -0.1 0.106
H -4.823135 3.683991 -1.501072 -0.2 0.1 0.0 0.100
C 3.365335 -1.829260 2.698929 -0.1 -0.3 0.2 -0.012
C 2.117173 -1.243021 2.009411 2.2 -0.3 -0.1 -0.453
C 1.581842 -0.021177 2.769213 -0.8 0.1 0.3 -0.117
C 0.873628 -0.369155 4.074686 0.1 -0.1 0.0 -0.158
C -0.248103 -1.375060 3.828492 0.2 0.8 -0.2 -0.118
C 0.222392 -2.644706 3.113885 0.1 -1.9 1.1 -0.458
N 1.010993 -2.261794 1.882004 -1.9 3.0 0.2 0.005
O 0.262598 -1.982688 0.939796 0.4 -1.0 -0.4 0.104
C 1.048343 -3.516278 4.084000 0.2 0.1 0.0 -0.028
C -0.975307 -3.497386 2.703069 -0.2 0.2 -0.5 -0.028
C 2.591503 -0.800467 0.627656 -0.5 0.0 -0.3 -0.025
H 4.012816 -1.019211 3.030981 0.0 0.1 -0.1 0.099
H 3.163770 -2.443818 3.569420 0.0 0.1 0.0 0.054
H 3.934691 -2.445323 2.003154 0.0 0.0 -0.1 0.094
H 0.883288 0.521199 2.123597 0.0 -0.1 -0.1 0.131
H 2.414905 0.654649 2.959058 0.1 -0.1 -0.1 0.132
H 1.591122 -0.754302 4.804012 0.0 0.0 0.0 0.112
H 0.453574 0.538752 4.509669 0.0 0.0 0.0 0.124
H -0.706902 -1.667415 4.773565 0.0 -0.2 0.0 0.135
H -1.030724 -0.892680 3.234488 0.0 -0.1 -0.1 0.134
H 1.615877 -4.277784 3.548460 0.0 0.0 0.0 0.100
H 0.377321 -4.029022 4.769875 -0.1 0.0 -0.1 0.092
H 1.727272 -2.942934 4.710594 0.0 0.0 -0.1 0.067
H -1.693363 -2.945717 2.098950 0.1 0.0 -0.1 0.090
H -1.493548 -3.836706 3.596541 0.1 0.0 0.1 0.095
H -0.656067 -4.376236 2.141332 0.0 0.0 0.0 0.100
H 2.907213 -1.654156 0.026913 0.0 0.0 0.0 0.101
H 3.445572 -0.136550 0.747794 0.0 0.0 0.1 0.104
H 1.827156 -0.259102 0.071703 0.0 0.0 0.0 0.076
```
Positions in Å, forces in eV/Å.

Summary:
**Lowest unoccupied orbital energy**: -4.17 eV
**Frontier orbital gap**: 2.15 eV
**M**: 392.24 g mol⁻¹

=====

A gas-phase ion, C14H29N6O3S (charge +1) at a distorted geometry. Source: OMol25; level of theory: wB97M-V/def2-TZVPD.

XYZ file:
```
53
Properties=species:S:1:pos:R:3:forces:R:3:lowdin_charge:R:1
C 4.075998 -0.476757 0.015787 -0.2 1.4 -0.9 -0.040
N 3.030700 0.537084 -0.131160 -1.1 1.7 1.8 0.023
C 2.135471 0.625779 -1.155008 1.1 -1.1 0.9 -0.462
O 2.243908 -0.078471 -2.135731 -0.1 -0.6 -1.0 0.062
C 1.046953 1.677882 -1.065255 -0.9 -0.3 -0.2 -0.166
C 0.263251 1.920654 -2.388354 0.2 -0.4 -0.1 -0.110
C -0.884044 0.991168 -2.837474 0.4 0.2 0.2 -0.170
C -0.521193 -0.390637 -3.347972 -0.9 0.0 -0.3 -0.170
N -0.475244 -1.366645 -2.253917 0.2 -0.1 -0.5 0.104
C 0.168835 -2.533247 -2.288300 -0.4 1.2 0.4 -0.449
N 0.854692 -2.919629 -3.343680 -0.2 -0.7 0.0 0.237
N 0.112274 -3.314163 -1.218516 -0.9 1.2 1.6 0.213
N 0.151868 1.501043 0.095198 -0.2 0.3 -0.1 0.152
C -0.159202 0.416015 0.804607 1.1 -1.9 0.2 -0.421
O 0.079434 -0.753888 0.434769 -0.5 1.2 0.3 0.003
C -0.699840 0.668614 2.234836 0.3 0.7 0.8 -0.209
C -1.984134 -0.056995 2.592731 0.2 -0.5 -0.8 -0.209
C -3.177731 0.403124 1.745394 0.8 0.1 0.0 -0.455
S -3.254461 -0.423937 0.111173 -0.3 0.5 0.4 0.820
C -4.982377 -0.004729 -0.239373 -0.3 0.2 0.2 -0.400
N 0.315250 0.391759 3.298551 -1.1 0.2 -1.8 0.130
C 1.535259 0.938271 3.281085 1.4 -0.4 1.3 -0.527
C 2.426763 0.597710 4.470370 -1.2 -0.7 0.6 0.021
O 1.946791 1.656502 2.398719 -0.1 0.8 -1.0 0.047
H 3.648390 -1.374289 -0.370160 0.2 -0.9 -0.3 0.067
H 4.920327 -0.124326 -0.608583 -0.1 -0.7 0.5 0.100
H 4.349682 -0.578911 1.072161 -0.1 0.1 -0.4 0.089
H 2.886803 1.126317 0.720527 -0.1 -0.6 -1.2 0.117
H 1.626334 2.565707 -0.868140 -0.1 0.7 0.2 0.155
H 0.989648 2.051159 -3.200666 0.0 -0.2 0.2 0.128
H -0.231985 2.874324 -2.321397 0.0 0.7 0.4 0.107
H -1.606961 0.857632 -2.034243 -0.2 0.2 0.2 0.073
H -1.430695 1.507305 -3.652853 0.4 -0.2 0.5 0.128
H -1.350322 -0.622291 -4.055302 0.8 -0.5 0.3 0.136
H 0.431899 -0.318235 -3.856987 0.2 -0.2 -0.2 0.108
H -0.782553 -1.038146 -1.337559 0.1 -0.3 -0.2 0.081
H 0.962225 -2.296571 -4.098940 0.2 0.4 -0.8 0.104
H 1.356780 -3.786932 -3.319032 0.1 0.0 -0.2 0.134
H -0.165162 -2.847109 -0.337276 0.3 -0.6 -0.8 0.125
H 0.533088 -4.203627 -1.179648 0.5 -0.8 0.0 0.111
H -0.104793 2.348052 0.557545 0.1 0.5 0.1 0.143
H -0.942612 1.729326 2.337096 0.2 0.2 -0.2 0.147
H -2.170478 0.147018 3.644444 -0.2 0.0 0.1 0.124
H -1.837147 -1.136461 2.453976 -0.1 0.1 0.2 0.120
H -4.062964 0.155192 2.297581 -0.6 -0.1 0.1 0.075
H -3.148327 1.496945 1.613807 -0.1 -0.3 0.0 0.093
H -5.225946 1.054449 -0.023377 0.4 -0.5 -0.2 0.055
H -5.190136 -0.225264 -1.281893 0.1 0.1 -0.1 0.031
H -5.639557 -0.632528 0.364357 0.1 0.0 0.0 0.038
H 0.084666 -0.261923 4.008513 -0.2 -0.4 0.4 0.131
H 2.005036 -0.280729 4.993205 0.5 0.2 -0.2 0.083
H 3.455629 0.421313 4.182136 0.0 0.0 -0.2 0.084
H 2.389895 1.386107 5.222205 0.1 0.3 -0.2 0.091
```
Positions in Å, forces in eV/Å.

Summary:
**Lowest unoccupied orbital energy**: -1.89 eV
**Net charge**: +1
**ΔE to the lowest compared entry with this formula, charge and spin**: 0.0 kcal per mole
**Frontier orbital gap**: 9.52 eV
**SMILES string**: CNC(=O)[C@@H](CCCNC(N)=[NH2+])NC(=O)[C@@H](CCSC)NC(C)=O
**M**: 361.49 g mol⁻¹

=====

Question: The highest frontier orbital gap belongs to which entry?
Answer: C5H6F2

=====

Question: Number 1 is which compound?
Answer: C5H6F2

=====

Question: What is the formula in the third record?
Answer: C14H29N6O3S